The following is a DFT calculation (the ωB97M-V functional and the def2-TZVPD basis) of a structure of composition C33H77ClN11O15Pt.

Last column: Löwdin charge in e.
Cartesian coordinates (Å):
Pt  3.1282  -2.5902  0.6875  1.40
Cl  0.5356  0.2462  -0.0909  0.68
O  0.0119  0.6642  1.1558  -0.33
O  1.7009  -0.6394  0.0157  -0.43
O  -0.4732  -0.4755  -0.9040  -0.36
O  0.9348  1.4756  -0.7621  -0.35
C  -3.3555  4.0961  2.9186  0.02
C  -3.4599  3.5557  4.3668  -0.51
O  -4.0771  4.2462  5.1864  0.03
N  -2.8177  2.4266  4.7419  0.02
C  -2.1042  1.4441  3.9110  -0.07
H  -2.4042  3.8329  2.4561  0.04
H  -3.1707  5.1686  2.9797  0.09
H  -4.2024  3.8414  2.2814  0.08
H  -2.8655  2.1925  5.7233  0.14
H  -1.7167  0.6629  4.5649  0.06
H  -1.3131  2.0180  3.4284  0.06
H  -2.7155  0.9302  3.1692  0.06
C  0.3741  -1.9165  4.0355  0.06
C  0.5381  -2.7022  2.7106  -0.49
O  1.5744  -2.7222  2.1178  -0.10
N  -0.5382  -3.3791  2.2695  0.05
C  -0.5901  -4.1962  1.0748  -0.04
H  -0.3375  -1.0913  4.0080  0.07
H  1.3867  -1.7050  4.3793  0.06
H  0.0382  -2.6056  4.8104  0.09
H  -1.3298  -3.1894  2.8674  0.07
H  0.2632  -4.8744  1.0812  0.08
H  -0.6359  -3.5109  0.2284  0.08
H  -1.4196  -4.9032  1.0813  0.10
C  -5.5057  1.1494  -0.8145  0.01
C  -5.0890  2.5311  -0.5916  -0.62
O  -5.9125  3.4472  -0.5214  0.03
N  -3.8326  2.8167  -0.4452  0.03
C  -2.7581  1.8551  -0.3319  -0.08
H  -6.5036  1.1786  -1.2521  0.10
H  -5.3884  0.5627  0.0967  0.08
H  -4.7929  0.7587  -1.5408  0.08
H  -3.5519  3.7436  -0.1588  0.14
H  -1.8910  2.4681  -0.0858  0.07
H  -2.5688  1.2045  -1.1857  0.07
H  -2.8880  1.1675  0.5039  0.07
C  -0.3113  5.2260  0.8175  0.02
C  0.6096  4.8347  1.9333  -0.56
O  1.1411  5.6920  2.6379  0.03
N  0.8071  3.5375  2.1516  0.03
C  1.8004  3.0283  3.0743  -0.07
H  0.2240  5.6732  -0.0201  0.09
H  -0.9962  6.0277  1.0939  0.09
H  -0.9245  4.3756  0.5194  0.05
H  0.5134  2.8998  1.4255  0.08
H  1.3321  2.5473  3.9330  0.08
H  2.5890  3.7174  3.3765  0.09
H  2.2554  2.1285  2.6603  0.05
C  -2.7772  -2.6858  -2.3315  0.00
C  -4.0286  -3.5959  -2.1735  -0.53
O  -4.9791  -3.1724  -1.4910  0.03
N  -3.9515  -4.7354  -2.8312  0.01
C  -5.0484  -5.6751  -2.9388  -0.06
H  -2.7973  -2.1524  -3.2818  0.08
H  -1.8768  -3.2993  -2.3012  0.05
H  -2.7326  -1.9823  -1.5002  0.05
H  -3.0179  -4.9881  -3.1221  0.13
H  -5.3690  -6.1539  -2.0135  0.09
H  -4.8284  -6.4744  -3.6464  0.09
H  -5.9643  -5.2070  -3.2994  0.09
C  -3.8954  -1.6392  5.1046  0.02
C  -3.4608  -2.1849  3.7378  -0.54
O  -2.8835  -3.2693  3.7703  0.00
N  -3.8018  -1.5888  2.6074  0.05
C  -3.3912  -1.9876  1.2633  -0.06
H  -4.1925  -2.4267  5.7973  0.09
H  -4.7261  -0.9724  4.8735  0.08
H  -3.1410  -1.0597  5.6367  0.07
H  -4.2446  -0.6849  2.6904  0.13
H  -3.5513  -3.0535  1.1012  0.09
H  -2.3590  -1.7404  1.0150  0.07
H  -3.9545  -1.5941  0.4172  0.07
C  1.6966  -5.9573  -1.6691  0.02
C  1.6811  -4.4762  -1.7196  -0.51
O  2.2732  -3.8644  -0.8208  -0.12
N  1.0371  -4.0102  -2.7802  0.05
C  0.9844  -2.6224  -3.1283  -0.04
H  2.6776  -6.3372  -1.3838  0.10
H  1.3769  -6.4404  -2.5924  0.09
H  1.1354  -6.4070  -0.8500  0.09
H  0.7053  -4.7160  -3.4220  0.15
H  1.4433  -2.4978  -4.1091  0.11
H  1.6648  -2.1126  -2.4462  0.07
H  -0.0300  -2.2348  -3.0336  0.07
C  4.0722  5.3240  1.0603  0.02
C  3.7268  5.4350  -0.4619  -0.52
O  3.8059  6.5438  -1.0474  0.00
N  3.1685  4.4280  -1.0886  0.00
C  2.6995  4.3825  -2.4259  -0.07
H  3.4893  5.9990  1.6870  0.08
H  5.1303  5.5831  1.0981  0.08
H  3.9048  4.2966  1.3835  0.03
H  2.9261  3.6759  -0.4596  0.11
H  1.8174  3.7504  -2.5285  0.07
H  3.4396  3.9047  -3.0678  0.08
H  2.4271  5.3631  -2.8161  0.10
C  0.0133  0.3297  -7.6657  0.00
C  0.3781  0.7833  -6.2351  -0.51
O  1.5025  1.3298  -6.0034  -0.01
N  -0.5549  0.5844  -5.2913  0.01
C  -0.3233  0.7851  -3.8688  -0.07
H  -0.0413  -0.7516  -7.5391  0.08
H  0.8466  0.6230  -8.3041  0.08
H  -0.8968  0.7949  -8.0445  0.08
H  -1.4894  0.2352  -5.4488  0.14
H  0.3459  0.0145  -3.4862  0.04
H  -1.2914  0.7375  -3.3702  0.08
H  0.1663  1.7282  -3.6259  0.09
C  4.6353  0.9567  1.2426  0.04
C  4.1696  0.0310  2.3735  -0.44
O  4.0268  -1.1957  2.1839  -0.11
N  3.9500  0.5897  3.5891  0.04
C  3.6105  -0.1676  4.7926  -0.04
H  4.2463  1.9722  1.3174  0.06
H  4.3690  0.5236  0.2784  0.05
H  5.7137  1.0559  1.1192  0.10
H  4.2022  1.5448  3.7996  0.15
H  2.7695  0.2731  5.3279  0.09
H  4.4636  -0.0922  5.4668  0.09
H  3.4365  -1.2284  4.6123  0.08
C  5.9755  -2.6514  -2.4814  0.03
C  4.8209  -1.7009  -2.0423  -0.40
O  4.3133  -1.7368  -0.8671  -0.17
N  4.4242  -0.8437  -3.0124  0.05
C  3.3952  0.1568  -2.8755  -0.03
H  5.6334  -3.6689  -2.2925  0.08
H  6.9193  -2.5270  -1.9504  0.09
H  6.2486  -2.6271  -3.5364  0.08
H  4.9507  -0.7816  -3.8720  0.15
H  3.2898  0.4590  -1.8336  0.07
H  2.4605  -0.1706  -3.3309  0.07
H  3.7219  1.0778  -3.3583  0.10

Results
- highest occupied orbital energy (alpha / beta) (eV) = -10.756 / -10.756
- 2S+1 = 3
- <S²> = 2.0024
- largest force on an atom (hartree/bohr) = 0.1012
- LUMO energy (alpha / beta) (eV) = -2.793 / -5.532
- total charge = +1
- orbital gap (alpha / beta) (Eh) = 0.293 / 0.192

The following is a DFT calculation (the ωB97M-V functional and the def2-TZVPD basis) of a structure of composition C9H25Br3CaClLiNNbO6.

Last column: Löwdin charge in e.
Cartesian coordinates (Å):
C  6.4017  -0.2709  -2.0667  -0.25
C  5.8422  0.6607  -3.0981  -0.93
Br  7.1798  1.8757  -3.8542  0.63
C  4.6909  1.4034  -2.4002  -0.89
Br  4.3180  3.1578  -3.3132  0.43
Nb  2.8901  0.0190  -2.5945  0.99
H  5.6464  -1.0000  -1.7726  0.04
H  7.2392  -0.8036  -2.4982  0.07
H  6.7721  0.3434  -1.1987  -0.14
H  5.4585  0.0904  -3.9353  0.03
H  4.9311  1.6010  -1.3511  -0.08
H  3.8043  -1.3360  -3.3980  -0.10
H  3.1235  -0.7428  -0.9481  -0.10
H  1.8253  1.2984  -1.7445  -0.18
H  2.4715  0.8449  -4.2161  -0.19
H  1.3529  -0.9639  -2.8518  -0.15
Ca  1.0151  2.5579  -3.4757  1.19
C  -3.1966  0.5735  3.8343  -0.09
O  -2.3947  -0.4739  3.2850  -0.29
C  -3.0950  -1.3158  2.3254  -0.18
C  -2.6460  -1.0543  0.9107  -0.18
N  -3.1034  0.2417  0.4067  -0.03
C  -2.4642  0.6713  -0.8271  -0.19
C  -0.9479  0.8201  -0.8433  -0.26
O  -0.4422  1.9142  -0.0973  -0.22
C  -0.3459  1.7161  1.2952  -0.10
H  -2.6841  0.9737  4.7198  0.08
H  -3.3239  1.3960  3.1275  0.08
H  -4.1723  0.1974  4.1425  0.11
H  -4.1752  -1.2247  2.4346  0.12
H  -2.8305  -2.3383  2.5763  0.12
H  -3.0564  -1.8435  0.2794  0.14
H  -1.5484  -1.1356  0.8941  0.10
H  -2.9525  0.9533  1.1077  0.07
H  -2.8956  1.6447  -1.0833  0.12
H  -2.7619  -0.0207  -1.6215  0.13
H  -0.6311  1.0375  -1.8685  0.04
H  -0.4272  -0.1034  -0.5766  0.11
H  -0.0639  0.6873  1.5372  0.09
H  -1.2815  1.9816  1.7965  0.07
H  0.4269  2.3855  1.6734  0.10
Br  6.9228  1.9809  0.0822  -0.27
O  -6.6284  -2.8334  1.0005  -0.38
Cl  -6.0306  -3.5749  2.0834  0.63
O  -6.6410  -4.8682  2.1956  -0.35
O  -6.1884  -2.8327  3.3210  -0.40
O  -4.6085  -3.7347  1.8181  -0.41
Li  -0.7750  -0.5563  4.7880  0.89

Results
- highest occupied orbital energy (eV) = -6.754
- largest force on an atom (hartree/bohr) = 0.1130
- LUMO energy (eV) = -3.475
- total charge = 0
- orbital gap (Eh) = 0.121

The following is a DFT calculation (the ωB97M-V functional and the def2-TZVPD basis) of a structure of composition C4H6O2Tb.

Last column: Löwdin charge in e.
Cartesian coordinates (Å):
O  0.1383  0.7901  -0.0078  0.10
C  1.3330  0.4964  -0.1149  -0.20
O  1.6130  -0.8268  -0.4815  0.02
C  -0.9969  -0.1709  -0.1484  -0.10
C  -2.2666  0.5782  0.1322  -0.02
H  -0.9353  -0.5464  -1.1750  0.15
H  -0.8043  -0.9796  0.5635  0.15
H  -2.4147  1.3928  -0.5870  0.11
H  -3.0989  -0.1312  0.0287  0.13
H  -2.2776  0.9772  1.1536  0.11
Tb  4.0569  1.2406  -0.1618  2.38
C  2.8006  -0.9356  0.1239  0.04
H  2.8525  -1.8848  0.6746  0.13

Results
- highest occupied orbital energy (alpha / beta) (eV) = -22.126 / -22.126
- 2S+1 = 7
- <S²> = 12.7088
- relative energy (zero: lowest compared OMol25 entry of this formula, charge and spin) (kcal per mole) = 93.85
- largest force on an atom (hartree/bohr) = 0.0539
- LUMO energy (alpha / beta) (eV) = -16.313 / -16.713
- total charge = +3
- orbital gap (alpha / beta) (Eh) = 0.214 / 0.199

The following is a DFT calculation (the ωB97M-V functional and the def2-TZVPD basis) of a structure of composition C11H12BrClO.

Last column: Löwdin charge in e.
Cartesian coordinates (Å):
C  2.2393  2.3729  -0.8882  -0.09
C  0.9719  2.8982  -0.6963  -0.08
C  2.4723  1.0339  -0.6421  -0.04
C  -0.0457  2.0786  -0.2488  -0.02
C  1.4560  0.1952  -0.1945  -0.17
C  0.1918  0.7347  0.0158  -0.12
C  1.7645  -1.2481  0.0921  -0.15
C  0.5017  -2.0980  0.1458  -0.19
C  -0.4897  -1.4459  1.0988  -0.14
C  -0.9659  -0.1128  0.5133  -0.42
C  -3.4961  -0.8313  -0.0890  -1.07
O  -1.7897  -0.2573  -0.5928  -0.18
Cl  -4.2278  -1.1991  -1.5747  0.65
Br  -4.2102  0.6149  0.8730  0.74
H  3.0441  3.0066  -1.2307  0.10
H  0.7788  3.9437  -0.8876  0.10
H  3.4590  0.6202  -0.7960  0.11
H  -1.0383  2.4782  -0.0950  0.12
H  2.4526  -1.6342  -0.6633  0.12
H  2.2775  -1.3038  1.0595  0.13
H  0.0506  -2.1564  -0.8472  0.12
H  0.7426  -3.1112  0.4762  0.11
H  -1.3494  -2.1000  1.2652  0.10
H  -0.0172  -1.2601  2.0656  0.13
H  -1.4869  0.4665  1.2991  0.11
H  -3.2857  -1.6853  0.5419  0.03

Results
- highest occupied orbital energy (eV) = -8.924
- relative energy (zero: lowest compared OMol25 entry of this formula, charge and spin) (kcal per mole) = 8.59
- largest force on an atom (hartree/bohr) = 0.0856
- LUMO energy (eV) = 0.445
- total charge = 0
- orbital gap (Eh) = 0.344

The following is a DFT calculation (the ωB97M-V functional and the def2-TZVPD basis) of a cluster of 3 separate species, C7H14N2 in total.

Last column: Löwdin charge in e.
Cartesian coordinates (Å):
C  0.3558  0.5766  -0.9118  -0.14
C  0.5133  1.9385  1.6857  -0.06
C  -0.7018  0.3339  -1.9509  -0.16
C  -0.5285  1.4907  0.9753  -0.28
C  -1.8395  1.3561  0.8697  -0.01
H  1.3062  0.0905  -1.1209  0.05
H  0.6295  1.6282  -0.8475  0.06
H  0.4678  1.9553  2.7692  0.07
H  1.1601  -0.0803  2.0318  0.06
H  1.3900  2.3671  1.2172  0.06
H  -1.5475  1.0088  -1.8125  0.06
H  -1.0774  -0.6925  -1.9329  0.04
H  -0.3033  0.5069  -2.9570  0.07
H  -2.3081  0.5119  0.3821  0.06
H  -2.4938  2.1456  1.2227  0.06
C  0.5777  -2.2102  -0.4195  -0.27
C  0.3300  -1.2037  0.5894  -0.22
N  -0.3836  -2.7798  -1.0399  0.11
N  1.2970  -0.9608  1.5232  0.07
H  -0.0409  -3.4209  -1.7543  0.05
H  2.2490  -1.0412  1.1842  0.10
H  1.6369  -2.4080  -0.6363  0.12
H  -0.6889  -1.1130  0.9330  0.11

Results
- highest occupied orbital energy (alpha / beta) (eV) = -7.188 / -7.190
- relative energy (zero: lowest compared OMol25 entry of this formula, charge and spin) (kcal per mole) = 137.96
- largest force on an atom (hartree/bohr) = 0.0313
- LUMO energy (alpha / beta) (eV) = 0.066 / 0.067
- total charge = 0
- orbital gap (alpha / beta) (Eh) = 0.267 / 0.267